ORCA calculation (ωB97M-V/def2-TZVPD) on 7 unconnected molecules or ions with the total composition H16NO6.

XYZ file:
```
23
Properties=species:S:1:pos:R:3:forces:R:3
N 0.019109 -0.301714 0.318256 0.4737 0.2449 0.1317
H 0.841635 -0.773882 0.665544 0.5163 -0.2999 0.1661
H -0.501894 -0.881962 -0.323595 -0.1943 -0.6437 -0.5609
H 0.265326 0.535291 -0.190566 0.1889 0.7652 -0.0682
H -0.585714 -0.061709 1.090702 -0.3987 0.4069 0.8835
O -1.614220 0.016489 2.581644 -0.0288 -0.0546 -0.4758
H -1.774532 -0.780179 3.087444 -0.1233 -0.5360 0.2308
H -1.549618 0.709223 3.239053 0.0857 0.5967 0.2684
O 2.208350 1.675075 1.624707 0.0151 -0.4698 -0.3033
H 2.330058 1.660336 2.574020 -0.0040 -0.0511 0.3951
H 2.197721 2.605104 1.398519 -0.1044 0.4019 -0.1609
O -1.143355 0.370443 -3.616575 0.2903 -0.4312 -0.3996
H -1.219407 0.723296 -2.730034 0.0419 0.4909 0.5527
H -1.997843 -0.023556 -3.792180 -0.3518 0.0431 -0.1548
O 2.538895 -2.369109 0.859689 -0.4268 0.0610 -0.0497
H 3.130923 -2.574771 1.583183 0.1194 -0.0316 0.2941
H 3.117770 -2.118143 0.139846 0.1847 0.0944 -0.2805
O -0.709689 2.148625 -1.039468 0.2722 -0.7722 -0.2798
H -0.284295 2.950421 -1.343428 0.3535 0.4660 -0.2089
H -1.533098 2.445776 -0.652257 -0.6348 0.1383 0.4344
O -1.042110 -1.783283 -1.559231 -0.2612 -0.5270 -0.1277
H -1.024040 -1.682779 -2.510963 0.2497 0.4359 -0.5327
H -1.669971 -2.488991 -1.404310 -0.2634 -0.3280 0.2460
```
Forces are in eV/Å.

Its total energy is -14032.37027 eV. For the gap between HOMO and LUMO (spin up / spin down), the calculation gives 2.93 / 11.80 eV. As for the spin multiplicity: 2. As for the expectation value of S²: 0.7505.